Molecular formula: C10H14O
Method: DFT, ωB97M-V with the def2-TZVPD basis set

```
! RIJCOSX wB97M-V def2-TZVPD def2/J DEFGRID3
* xyz 0 1
O 0.66425 0.65152 1.19851
C 0.47201 -0.70558 1.13488
C 1.47953 -1.51608 1.65893
C 1.33925 -2.90121 1.62201
C 0.20004 -3.48519 1.06555
C -0.80263 -2.66957 0.54380
C -0.67015 -1.28123 0.57675
H -0.12030 1.09621 0.79492
H 2.36974 -1.04235 2.09335
H 2.13557 -3.53372 2.03601
H 0.09411 -4.57774 1.03878
H -1.70435 -3.11472 0.10295
H -1.46093 -0.64015 0.16532
C -1.64361 2.14948 -0.36610
C -0.50907 1.99987 -1.06142
C 0.64613 2.95440 -0.92294
C -0.30826 0.86652 -2.03095
H -2.47514 1.44456 -0.47942
H -1.77278 2.98109 0.33601
H 0.41435 3.75045 -0.19550
H 0.86886 3.42178 -1.89688
H 1.54379 2.41373 -0.57868
H -0.11764 1.26368 -3.04215
H 0.55729 0.25563 -1.72397
H -1.20008 0.21864 -2.06978
*
```

Summary:
- Structure (SMILES): Oc1ccccc1.C=C(C)C
- Electronic energy: -464.66109 hartree
- Orbital gap: 9.35 eV
- Relative energy (zero: lowest compared OMol25 entry of this formula, charge and spin): 62.71 kJ/mol

Molecular formula: C10H14O2
Method: DFT, ωB97M-V with the def2-TZVPD basis set

```
! RIJCOSX wB97M-V def2-TZVPD def2/J DEFGRID3
* xyz 0 1
C -2.38449 0.88301 -0.25861
C -2.67638 -0.21620 0.47236
C -3.76063 -0.25656 1.50166
O -4.47455 0.95338 1.67022
C -4.27271 1.90504 0.79578
C -3.29109 2.00055 -0.08216
H -1.54057 0.90928 -0.93253
H -2.14211 -1.16262 0.37880
H -4.43327 -1.10358 1.23879
H -3.30714 -0.51006 2.47498
H -4.79925 2.84280 0.96335
H -3.15395 2.90995 -0.66139
C 2.40642 -1.75049 -1.17502
C 3.44739 -1.13407 -1.74131
C 4.02258 0.15603 -1.16819
O 3.11968 0.81394 -0.30524
C 2.60255 -0.08580 0.66032
C 1.68717 -1.10337 -0.03743
H 2.04924 -2.71045 -1.55023
H 4.02512 -1.61941 -2.52358
H 4.96837 -0.09860 -0.63541
H 4.30434 0.87510 -1.94410
H 3.42416 -0.58138 1.20895
H 2.03945 0.50979 1.38631
H 1.33577 -1.88214 0.65063
H 0.80391 -0.54414 -0.38694
*
```

Summary:
- Structure (SMILES): C1=CCOC=C1.C1=CCOCC1
- Electronic energy: -539.81661 hartree
- Orbital gap: 8.56 eV
- Relative energy (zero: lowest compared OMol25 entry of this formula, charge and spin): 286.34 kJ/mol

Molecular formula: C10H14S2
Method: DFT, ωB97M-V with the def2-TZVPD basis set

```
! RIJCOSX wB97M-V def2-TZVPD def2/J DEFGRID3
* xyz 0 1
C 3.25260 2.39985 -1.92530
C 2.79183 1.41183 -1.37499
C -1.90301 -1.11851 0.42127
C -1.19784 -0.41693 -0.27723
C 3.28550 4.44782 -3.36971
C -3.00466 -4.55994 1.21455
C 4.12533 3.42330 -2.53141
C -2.66268 -2.11334 1.18819
C -1.99530 -3.45873 1.13576
C 1.47902 0.01693 -0.25728
S 1.57415 0.03450 1.45231
S -0.11230 0.64881 -0.95994
H 2.55538 5.02606 -2.83126
H 3.96370 5.14085 -3.85946
H 2.82674 3.87319 -4.23000
H -3.90210 -4.46502 0.58362
H -3.33434 -4.82102 2.20045
H -2.51423 -5.45691 0.87066
H 4.73900 2.92252 -3.15309
H 4.62006 3.89312 -1.67804
H -2.73594 -1.62409 2.18207
H -3.68603 -2.20019 0.92816
H -1.46542 -3.57747 0.24227
H -1.29723 -3.52382 1.87411
H 1.72211 -0.97129 -0.73506
H 1.07542 1.28371 1.75135
*
```

Summary:
- Electronic energy: -1185.53996 hartree
- Orbital gap: 8.19 eV
- Relative energy (zero: lowest compared OMol25 entry of this formula, charge and spin): 732.00 kJ/mol

Molecular formula: C10H15B3Cl16O5P2
Method: DFT, ωB97M-V with the def2-TZVPD basis set

```
! RIJCOSX wB97M-V def2-TZVPD def2/J DEFGRID3
* xyz 0 1
C -0.92482 0.48504 1.93155
C -1.48530 0.24785 0.54135
B -0.40380 -0.39966 -0.55228
O -0.45507 -1.85570 -0.92810
B 0.94664 -2.31927 -0.91061
P 1.63410 -3.86528 -0.01478
O 1.33726 -5.34012 -0.89729
O 1.13639 -3.96327 1.65199
O 1.93631 -1.51867 -1.71113
B 1.92515 -0.17964 -1.02767
P 3.44410 0.56326 -0.10692
C 3.52798 2.42612 -0.61305
C 4.97791 3.12436 -0.27248
C 3.14629 0.55822 1.81104
C 3.47752 -0.91277 2.50007
O 0.61618 0.53919 -1.07979
H -0.44570 -0.48634 2.43199
H -0.92559 1.54184 2.45983
H -2.60691 0.46583 0.28348
H 1.43368 -6.15333 -0.30974
H 2.01587 -3.97781 2.16994
H 3.27249 2.48662 -1.75451
H 2.70788 3.02493 -0.00576
H 5.50646 3.51807 -1.25929
H 4.80729 4.00423 0.48329
H 5.68755 2.34299 0.27451
H 2.02033 0.89688 2.00900
H 3.89312 1.34037 2.30554
H 4.61036 -1.22344 2.29090
H 3.41442 -0.78113 3.68404
H 2.71435 -1.72321 2.13091
C -5.72437 1.68518 0.93659
Cl -6.54055 1.49835 2.50924
Cl -4.07382 1.02244 1.04165
Cl -6.63856 0.80657 -0.31515
Cl -5.64444 3.41334 0.51053
C 3.44782 -2.18626 -4.94328
Cl 2.54348 -3.45609 -4.08075
Cl 3.06781 -0.59818 -4.23042
Cl 5.19583 -2.49933 -4.79836
Cl 2.98419 -2.19130 -6.66359
C -8.11114 -3.38534 -0.17031
Cl -6.96031 -4.63460 -0.70809
Cl -8.48154 -3.62282 1.55624
Cl -7.39091 -1.77292 -0.40688
Cl -9.61187 -3.51094 -1.12241
C -2.20079 5.31317 0.67378
Cl -0.49234 5.43328 0.18282
Cl -2.70350 3.60387 0.66143
Cl -2.39512 5.97750 2.31557
Cl -3.21232 6.23794 -0.46466
*
```

Summary:
- Electronic energy: -8886.44533 hartree
- Orbital gap: 7.29 eV

Molecular formula: C10H15BF3N6O2S2V
Method: DFT, ωB97M-V with the def2-TZVPD basis set

```
! RIJCOSX wB97M-V def2-TZVPD def2/J DEFGRID3
* xyz -1 2
V -0.58473 0.61902 -0.18726
C -1.69717 -1.68199 -2.46082
N -2.97342 -1.31196 -1.89593
C -4.09552 -0.94470 -2.60928
C -4.99012 -0.48046 -1.71385
N -4.43343 -0.54829 -0.45918
B -5.08717 0.01167 0.82880
N -4.07003 0.92239 1.61231
C -4.09315 0.98304 2.98248
C -3.06064 1.74204 3.40438
N -2.39299 2.15798 2.27446
C -1.13570 2.87744 2.24877
C -3.01503 1.63179 1.18056
S -2.51020 1.95761 -0.43058
C -3.18189 -1.04592 -0.57535
S -2.05963 -1.36567 0.66322
H -1.84270 -1.99839 -3.49162
H -1.23552 -2.47762 -1.88281
H -1.00759 -0.83002 -2.43932
H -4.14730 -1.06797 -3.67647
H -5.98533 -0.10068 -1.86220
H -6.04499 0.67316 0.50590
H -5.37322 -0.89582 1.56979
H -4.84790 0.46432 3.54603
H -2.74458 2.01698 4.39496
H -1.04421 3.46958 3.15766
H -1.10836 3.52986 1.37926
H -0.29266 2.18520 2.18368
N 3.31346 -0.10417 0.80091
N 2.90138 -1.29616 0.18761
C 1.59393 -1.36307 -0.32482
O 1.33946 -2.26482 -1.11803
O 0.79128 -0.45541 0.10843
H 3.68388 0.56602 0.13833
H 3.99537 -0.30523 1.51577
H 3.56659 -1.77848 -0.39483
F 1.51705 1.61183 -1.83668
C 0.62734 2.05526 -0.83687
F 0.14854 3.24820 -1.36141
F 1.52153 2.51404 0.15702
*
```

Summary:
- Electronic energy: -2934.03657 hartree
- Orbital gap (spin up / spin down): 6.25 / 5.75 eV
- Relative energy (zero: lowest compared OMol25 entry of this formula, charge and spin): 185.29 kJ/mol

Molecular formula: C10H15BF6N6O5S2V
Method: DFT, ωB97M-V with the def2-TZVPD basis set

```
! RIJCOSX wB97M-V def2-TZVPD def2/J DEFGRID3
* xyz -1 3
O -3.08743 0.12537 4.07051
V -3.21202 -0.03472 2.47842
B -4.13423 -1.88492 -0.20508
F -4.49682 -1.34908 -1.43606
F -3.66855 -0.91544 0.65334
F -5.28331 -2.39493 0.35717
F -3.16884 -2.75799 -0.43783
N -1.75295 1.13045 1.60645
S -1.66537 2.24429 0.55454
O -0.76319 2.08919 -0.56770
O -1.96362 3.59627 1.03963
F -3.02428 1.70366 -0.09986
S -0.02171 1.21923 1.87065
O 0.71227 2.47919 2.01049
O 0.74012 0.15989 1.27485
F -0.05531 0.74037 3.44433
C 2.50698 -1.54673 -1.84022
C 2.00273 -2.72752 -2.56383
N 1.60667 -3.65139 -3.14029
H 3.57260 -1.58012 -1.61341
H 1.90429 -1.44032 -0.93825
H 2.27578 -0.66636 -2.43987
C -0.09492 -3.14208 0.55646
C -0.90688 -2.38620 1.53117
N -1.50682 -1.81863 2.29082
H -0.05471 -4.19086 0.85061
H 0.89127 -2.68065 0.60768
H -0.49184 -2.89629 -0.42850
C 2.10698 2.99538 -0.95360
C 1.12117 4.09727 -1.00762
N 0.36125 4.97225 -1.09418
H 3.11901 3.31493 -1.20217
H 1.76280 2.05818 -1.39099
H 2.08649 2.67064 0.08670
C -1.36761 0.11809 -3.58510
C -2.73496 -0.33142 -3.88305
N -3.82300 -0.71976 -4.14069
H -1.29684 1.17822 -3.82850
H -0.69890 -0.43175 -4.24737
H -1.14591 0.08172 -2.51850
C 3.68640 0.19040 2.68366
C 4.47202 0.94022 3.74809
N 5.11107 1.48952 4.48545
H 4.35916 -0.39957 2.06122
H 3.02292 0.84004 2.11281
H 2.99802 -0.48806 3.18758
*
```

Summary:
- Electronic energy: -3459.43924 hartree
- Orbital gap (spin up / spin down): 8.00 / 10.40 eV

Molecular formula: C10H15BF7N3O3
Method: DFT, ωB97M-V with the def2-TZVPD basis set

```
! RIJCOSX wB97M-V def2-TZVPD def2/J DEFGRID3
* xyz 0 1
C 1.03869 -3.19896 1.07864
C -0.05739 -2.23536 1.38162
N -0.53363 -1.75241 0.03785
N -0.67888 -0.35715 0.09206
C -1.72911 0.21209 0.75402
C -1.57582 1.55399 0.65645
B -2.57824 2.58941 1.31084
O -3.17391 2.24568 2.51585
O -2.90548 3.77509 0.74589
N -0.42143 1.74229 -0.08177
C 0.19256 3.00421 -0.42865
F 1.00574 2.77028 -1.46322
F -0.69191 3.90392 -0.82042
C 1.03556 3.60729 0.75031
F 1.99115 4.35788 0.19443
F 0.25260 4.38025 1.50163
C 1.76782 2.57064 1.63894
F 2.54816 1.79273 0.90352
F 2.56766 3.26783 2.45836
F 0.94105 1.86643 2.40100
C 0.11160 0.54804 -0.41172
H 1.29450 -3.83092 1.93211
H 0.70121 -3.85961 0.29002
H 1.90674 -2.64427 0.75026
H -0.87458 -2.63433 1.98357
H 0.38099 -1.43604 1.99393
H 0.27375 -1.96284 -0.62537
H -2.51215 -0.29602 1.27687
H -3.64386 1.41301 2.39882
H -3.01302 4.45552 1.42027
H 1.01180 0.35249 -0.96509
C 0.04358 -3.49630 -3.57175
C 1.31631 -3.04403 -2.82715
O 1.03174 -2.68119 -1.54835
H -0.69219 -2.68934 -3.62073
H 0.27968 -3.79191 -4.60430
H -0.41554 -4.35705 -3.08018
H 1.76707 -2.25722 -3.47558
H 2.03721 -3.88408 -2.94296
*
```

Summary:
- Electronic energy: -1503.92480 hartree
- Orbital gap: 6.40 eV